[1]
The following is a quantum chemistry calculation of 12 unconnected molecules or ions with the total composition C16H56O12 at a distorted geometry, from the OMol25 dataset.

As for the LUMO energy: 0.34 eV. The value obtained for the HOMO energy is -9.770 eV. As for the molecular weight: 440.61 g/mol. As for the energy above the lowest of the compared OMol25 structures with the same formula, charge and spin: 1.4 kcal per mole. As for the SMILES: CCO.CCO.CCO.CCO.CCO.CCO.CCO.CCO.O.O.O.O. As for the calculated total energy: -1545.95768 Ha. As for the total charge: 0.

Last column: Mulliken charge in e.
Geometry (Å):
C  -2.711  1.503  4.320  -1.282
C  -2.506  0.472  3.205  0.079
O  -1.050  0.168  3.108  -0.315
H  -2.138  2.413  4.035  0.223
H  -2.429  1.142  5.268  0.353
H  -3.750  1.697  4.299  0.455
H  -2.803  1.024  2.280  -0.023
H  -3.105  -0.497  3.313  0.326
H  -0.538  0.847  2.676  0.099
C  -3.598  -3.781  1.187  -1.175
C  -2.400  -2.975  0.827  0.403
O  -2.749  -2.162  -0.291  -0.362
H  -4.457  -3.191  0.751  0.199
H  -3.590  -3.826  2.294  0.333
H  -3.636  -4.768  0.783  0.351
H  -1.437  -3.446  0.581  0.391
H  -2.124  -2.398  1.717  -0.248
H  -2.024  -1.528  -0.388  -0.002
C  2.355  4.388  -5.376  -1.306
C  1.901  3.445  -4.298  0.327
O  2.954  2.551  -4.042  -0.548
H  1.942  5.375  -5.187  0.367
H  2.073  4.038  -6.383  0.289
H  3.373  4.617  -5.235  0.358
H  0.896  3.042  -4.560  0.073
H  1.724  3.931  -3.302  0.135
H  2.602  1.777  -3.542  0.283
C  2.467  2.567  1.795  -1.059
C  1.164  3.165  1.222  -0.069
O  0.135  2.110  1.341  -0.374
H  3.311  3.212  1.800  0.417
H  2.578  1.614  1.367  0.191
H  2.286  2.425  2.857  0.259
H  1.305  3.398  0.171  0.178
H  0.719  4.030  1.775  0.273
H  -0.381  2.183  0.501  0.134
C  0.823  -0.513  6.040  -0.746
C  0.906  -1.833  5.317  -0.321
O  0.753  -1.666  3.882  -0.435
H  1.257  -0.585  7.098  0.337
H  -0.169  -0.081  6.047  0.097
H  1.460  0.185  5.505  0.212
H  0.172  -2.464  5.671  0.295
H  1.842  -2.309  5.605  0.336
H  0.039  -1.062  3.738  0.361
C  4.706  -3.412  -0.348  -1.248
C  3.285  -2.975  0.030  -0.101
O  3.186  -1.608  -0.099  -0.554
H  4.916  -4.452  -0.144  0.410
H  5.411  -2.899  0.349  0.272
H  5.043  -3.281  -1.360  0.285
H  3.126  -3.285  1.047  0.327
H  2.576  -3.524  -0.623  0.271
H  2.827  -1.121  -0.863  0.325
C  3.244  -1.048  -3.924  -1.164
C  1.985  -0.548  -3.286  0.081
O  2.451  0.185  -2.179  -0.763
H  4.012  -0.334  -4.191  0.289
H  3.109  -1.598  -4.903  0.381
H  3.706  -1.843  -3.325  0.155
H  1.416  -1.437  -2.954  0.307
H  1.291  0.052  -3.922  0.340
H  1.632  0.627  -1.783  0.231
C  -2.121  2.154  -2.845  -1.346
C  -1.737  0.855  -2.189  0.547
O  -0.498  0.940  -1.477  -0.260
H  -2.962  2.011  -3.481  0.397
H  -1.351  2.570  -3.461  0.203
H  -2.282  2.925  -2.106  0.352
H  -1.722  -0.013  -2.966  0.192
H  -2.522  0.630  -1.415  -0.156
H  -0.382  0.147  -0.917  0.261
O  -4.617  -0.324  0.056  -0.638
H  -4.000  -1.022  -0.103  0.421
H  -5.512  -0.594  -0.234  0.232
O  -2.806  -3.260  -3.738  -0.651
H  -3.332  -2.705  -4.335  0.303
H  -3.038  -3.040  -2.814  0.318
O  -4.651  2.207  0.792  -0.583
H  -4.595  1.236  0.868  0.298
H  -5.371  2.396  1.402  0.308
O  0.500  -0.873  0.209  -0.346
H  0.216  -0.800  1.120  0.124
H  1.426  -1.176  0.335  0.309

[2]
The following is a quantum chemistry calculation of 13 unconnected molecules or ions with the total composition C16H58N10O13 at a distorted geometry, from the OMol25 dataset.

As for the LUMO energy: -0.14 eV. The value obtained for the HOMO energy is -9.088 eV. As for the molecular weight: 598.70 g/mol. As for the energy above the lowest of the compared OMol25 structures with the same formula, charge and spin: 239.1 kcal per mole. As for the calculated total energy: -2169.84651 Ha. As for the total charge: 0.

Last column: Mulliken charge in e.
Geometry (Å):
C  2.623  0.706  2.742  0.140
C  3.970  0.208  3.172  -1.028
O  4.276  0.602  4.411  -0.520
H  2.405  0.175  1.790  -0.326
H  2.519  1.778  2.364  0.358
H  1.877  0.451  3.468  0.200
H  4.664  0.420  2.330  0.359
H  3.940  -0.881  3.258  0.317
H  5.214  0.490  4.505  0.335
C  -3.356  -0.520  -4.765  -1.340
C  -2.225  -1.331  -3.987  -0.226
O  -2.414  -1.023  -2.601  -0.323
H  -3.345  -0.836  -5.817  0.455
H  -3.205  0.577  -4.647  0.268
H  -4.289  -0.828  -4.346  0.364
H  -1.254  -0.889  -4.275  0.099
H  -2.316  -2.306  -4.194  0.411
H  -1.958  -0.195  -2.542  0.141
C  -0.285  -3.550  -2.286  0.234
C  -0.565  -4.940  -2.938  -0.674
O  -1.031  -5.788  -1.939  -0.528
H  -0.226  -2.756  -3.004  0.022
H  0.692  -3.452  -1.826  0.002
H  -1.058  -3.242  -1.576  -0.025
H  0.391  -5.220  -3.387  0.341
H  -1.269  -5.078  -3.846  0.237
H  -1.929  -5.635  -1.773  0.291
C  0.925  4.544  1.663  0.299
O  0.720  3.155  1.734  -0.799
N  1.782  5.057  0.900  -0.296
N  0.021  5.413  2.022  -0.268
H  2.181  4.447  0.207  0.350
H  2.107  6.092  0.788  0.241
H  0.159  6.417  2.114  0.218
H  -0.758  4.904  2.367  0.288
C  2.806  2.383  -1.447  0.445
O  3.732  2.798  -2.405  -0.838
N  2.882  2.867  -0.251  -0.425
N  1.814  1.620  -1.624  0.111
H  3.809  3.372  -0.163  0.314
H  2.413  2.522  0.538  -0.049
H  1.761  1.280  -2.611  0.205
H  1.176  1.321  -0.833  0.313
C  2.447  -0.488  -3.681  0.248
O  1.682  -1.604  -3.261  -0.445
N  3.744  -0.542  -3.929  -0.457
N  1.870  0.602  -4.116  -0.547
H  4.288  -1.231  -3.431  0.262
H  4.237  0.308  -3.990  0.233
H  0.831  0.657  -4.207  0.238
H  2.220  1.408  -4.686  0.258
C  -1.693  0.648  3.269  0.212
O  -2.180  -0.130  4.224  -0.756
N  -2.078  0.554  2.039  0.530
N  -0.921  1.753  3.505  0.156
H  -2.764  -0.194  1.900  0.151
H  -2.169  1.455  1.503  -0.120
H  -0.245  2.011  2.825  -0.158
H  -0.592  1.884  4.473  0.345
C  -2.561  3.519  1.333  0.322
O  -3.724  4.093  0.796  -0.796
N  -1.822  2.748  0.574  0.249
N  -2.205  3.680  2.525  -0.390
H  -2.104  2.687  -0.505  0.266
H  -0.874  2.510  0.867  -0.260
H  -2.839  4.272  3.125  0.229
H  -1.680  2.884  3.055  0.547
C  -4.151  0.697  -0.412  -0.158
O  -4.679  -0.143  -1.439  -0.622
H  -4.345  0.382  0.563  0.439
H  -4.275  1.742  -0.612  0.429
H  -3.030  0.655  -0.388  -0.635
H  -4.013  -0.511  -1.964  0.532
C  -0.190  -0.841  -0.282  0.842
O  0.144  0.419  0.202  0.355
H  0.518  -1.476  0.097  -0.332
H  -0.102  -0.856  -1.363  -0.147
H  -1.204  -1.119  0.040  0.185
H  -0.453  0.555  1.000  -0.604
C  -2.900  -3.089  1.015  -0.751
O  -2.926  -2.045  1.973  -0.538
H  -3.156  -2.763  -0.010  0.203
H  -3.510  -3.917  1.392  0.334
H  -1.915  -3.468  0.997  0.315
H  -2.385  -2.408  2.642  0.265
C  2.686  -2.964  0.354  0.259
O  3.872  -3.759  0.326  -0.617
H  2.509  -2.672  -0.673  0.008
H  2.771  -2.119  1.065  -0.053
H  1.783  -3.545  0.743  0.126
H  4.555  -3.379  -0.248  0.307
C  0.395  -2.006  2.987  0.735
O  1.540  -2.518  3.714  -0.558
H  -0.543  -1.936  3.521  0.370
H  0.287  -2.453  1.958  -0.427
H  0.780  -1.057  2.760  -0.636
H  1.682  -1.976  4.515  0.367

[3]
The following is a quantum chemistry calculation of 16 unconnected molecules or ions with the total composition C16H64N18O16 at a distorted geometry, from the OMol25 dataset.

As for the LUMO energy: -0.20 eV. The value obtained for the HOMO energy is -7.779 eV. As for the molecular weight: 764.80 g/mol. As for the energy above the lowest of the compared OMol25 structures with the same formula, charge and spin: 135.7 kcal per mole. As for the calculated total energy: -2837.31680 Ha. As for the total charge: 0.

Last column: Mulliken charge in e.
Geometry (Å):
C  3.548  2.084  -1.942  0.108
O  3.113  0.797  -1.679  -0.757
N  3.969  2.933  -1.005  -0.307
N  3.795  2.434  -3.154  -0.311
H  3.818  2.679  -0.054  0.148
H  4.026  3.929  -1.211  0.255
H  4.415  3.219  -3.311  0.175
H  3.486  1.817  -3.870  0.266
C  -4.138  -0.002  2.159  0.057
O  -2.881  0.505  2.053  -0.257
N  -5.186  0.721  2.030  -0.301
N  -4.470  -1.259  2.145  -0.223
H  -5.058  1.694  1.774  0.341
H  -6.179  0.472  2.251  0.204
H  -3.712  -1.961  2.223  0.247
H  -5.371  -1.587  2.427  0.228
C  1.475  -1.378  -4.112  0.489
O  2.202  -2.261  -3.284  -0.833
N  0.633  -0.497  -3.635  0.107
N  1.587  -1.394  -5.425  -0.434
H  0.526  -0.420  -2.588  -0.197
H  -0.008  0.064  -4.213  0.315
H  2.286  -2.065  -5.801  0.334
H  0.988  -0.904  -6.153  0.202
C  4.973  -1.769  -0.244  0.312
O  5.569  -2.774  0.487  -0.727
N  3.844  -2.050  -0.833  -0.065
N  5.285  -0.461  -0.285  -0.160
H  3.535  -3.012  -0.935  0.278
H  3.353  -1.431  -1.473  -0.206
H  5.935  0.116  0.252  0.302
H  4.722  0.068  -0.871  0.196
C  -0.006  0.521  -0.345  -0.224
O  0.060  1.859  -0.375  0.297
N  -0.883  -0.185  0.312  3.190
N  0.797  -0.380  -0.849  1.800
H  -1.528  0.260  0.973  -0.521
H  -1.396  -0.919  -0.267  -0.970
H  1.658  0.060  -1.188  -0.382
H  0.788  -1.400  -0.608  -0.791
C  -2.397  -3.450  1.236  0.358
O  -3.333  -3.949  0.315  -0.808
N  -2.575  -3.410  2.520  -0.440
N  -1.239  -3.107  0.880  0.077
H  -3.249  -4.022  2.887  0.224
H  -1.865  -3.104  3.186  0.322
H  -1.187  -3.117  -0.175  -0.491
H  -0.549  -2.473  1.443  0.418
C  3.226  -2.345  2.772  0.176
O  4.312  -1.481  2.977  -0.660
N  2.749  -3.001  3.811  -0.394
N  2.594  -2.578  1.606  -0.040
H  3.342  -2.869  4.657  0.309
H  2.188  -3.861  3.592  0.371
H  3.081  -2.185  0.709  -0.335
H  1.982  -3.409  1.428  0.296
C  -0.305  -1.532  3.458  -0.265
O  -1.285  -0.756  3.922  -0.639
N  0.263  -1.470  2.281  1.257
N  0.218  -2.370  4.249  -0.276
H  -0.187  -0.884  1.498  -0.667
H  1.216  -1.863  2.052  -0.014
H  -0.158  -2.383  5.215  0.319
H  1.310  -2.506  4.138  0.433
C  -3.573  3.592  1.321  0.344
O  -3.154  4.408  2.377  -0.757
N  -4.799  3.226  1.168  -0.526
N  -2.804  3.142  0.401  0.090
H  -5.527  3.620  1.798  0.353
H  -5.224  2.947  0.290  0.233
H  -1.815  3.386  0.344  -0.142
H  -3.157  2.394  -0.224  0.194
C  0.891  4.713  0.360  -0.427
O  -0.450  4.675  0.927  -0.412
H  1.565  4.579  1.135  0.369
H  0.954  5.626  -0.158  0.456
H  1.154  3.891  -0.325  -0.255
H  -0.615  5.513  1.342  0.232
C  -3.164  1.296  -2.351  -0.335
O  -3.689  1.084  -1.091  -0.631
H  -2.777  2.307  -2.459  0.226
H  -3.978  1.133  -3.048  0.547
H  -2.371  0.598  -2.633  -0.194
H  -4.218  0.305  -0.990  0.316
C  -0.011  2.951  -3.007  0.479
O  -0.274  3.535  -4.248  -0.646
H  1.064  2.701  -3.073  -0.054
H  -0.604  2.110  -2.925  -0.591
H  -0.182  3.722  -2.192  0.263
H  -1.111  3.979  -4.161  0.379
C  -2.498  -2.254  -2.744  -0.870
O  -2.433  -1.792  -1.404  -0.300
H  -2.725  -3.287  -2.887  0.363
H  -1.537  -2.020  -3.285  0.093
H  -3.333  -1.633  -3.213  0.304
H  -3.306  -1.810  -1.002  0.123
C  -0.168  -4.416  -1.838  -1.105
O  0.406  -3.182  -1.541  -0.283
H  0.194  -5.413  -1.543  0.235
H  -0.331  -4.437  -2.896  0.434
H  -1.179  -4.421  -1.463  0.332
H  1.061  -3.022  -2.272  0.074
C  -0.420  2.631  3.040  -0.220
O  0.404  1.710  3.677  -0.697
H  -1.468  2.661  3.310  0.261
H  -0.328  2.320  2.025  -0.357
H  0.044  3.614  3.191  0.376
H  -0.029  0.891  3.465  0.257
C  3.245  0.835  1.552  -0.810
O  2.621  2.123  1.457  -0.678
H  3.091  0.165  0.704  0.247
H  2.755  0.382  2.413  0.462
H  4.282  0.856  1.764  0.516
H  1.842  2.016  0.874  0.016